C44H96F18N5O17 | ωB97M-V/def2-TZVPD

Energy relative to the best compared isomer or geometry (same formula, charge and spin)   1865.7 kJ/mol
Gap between HOMO and LUMO   2.62 eV
Charge   -1

Each atom is followed by the atoms it is bonded to, with distances in Å.
Positions of all 180 atoms, in Å:
1 C 4.956 -4.417 2.208  C2 1.526, H10 1.090, H11 1.090, H12 1.090
2 C 4.935 -5.789 2.876  C1 1.526, C3 1.539, N6 1.569, H13 1.090
3 C 5.955 -5.843 4.026  C2 1.539, O4 1.415, H14 1.090, H15 1.090
4 O 5.820 -7.094 4.675  C3 1.415, C5 1.386
5 C 6.326 -8.222 4.049  O4 1.386, H16 1.090, H17 1.090, H18 1.090
6 N 3.560 -6.232 3.487  C2 1.569, H7 1.010, H8 1.010, H9 1.010
7 H 3.568 -7.117 3.974  N6 1.010
8 H 3.384 -5.467 4.123  N6 1.010
9 H 2.807 -6.361 2.827  N6 1.010
10 H 4.670 -3.627 2.902  C1 1.090
11 H 4.229 -4.429 1.397  C1 1.090
12 H 5.870 -4.024 1.763  C1 1.090
13 H 5.129 -6.580 2.151  C2 1.090
14 H 5.710 -5.079 4.764  C3 1.090
15 H 6.988 -5.611 3.765  C3 1.090
16 H 5.523 -8.783 3.571  C5 1.090
17 H 6.714 -8.927 4.784  C5 1.090
18 H 7.145 -8.091 3.342  C5 1.090
19 C 3.013 4.458 3.215  C20 1.543, H28 1.090, H29 1.090, H30 1.090
20 C 4.092 5.558 3.124  C19 1.543, C21 1.600, N24 1.519, H31 1.090
21 C 4.878 5.723 4.508  C20 1.600, O22 1.419, H32 1.090, H33 1.090
22 O 5.609 4.557 4.853  C21 1.419, C23 1.440
23 C 6.188 4.795 6.150  O22 1.440, H34 1.090, H35 1.090, H36 1.090
24 N 5.094 5.292 2.014  C20 1.519, H25 1.010, H26 1.010, H27 1.010
25 H 5.429 6.225 1.820  N24 1.010
26 H 5.825 4.647 2.279  N24 1.010
27 H 4.623 5.017 1.164  N24 1.010
28 H 3.433 3.497 3.512  C19 1.090
29 H 2.430 4.367 2.298  C19 1.090
30 H 2.191 4.695 3.890  C19 1.090
31 H 3.610 6.518 2.942  C20 1.090
32 H 4.011 5.840 5.159  C21 1.090
33 H 5.396 6.682 4.515  C21 1.090
34 H 6.916 5.593 6.296  C23 1.090
35 H 6.794 3.936 6.439  C23 1.090
36 H 5.393 4.803 6.895  C23 1.090
37 C 0.921 -0.317 0.141  C38 1.542, H46 1.090, H47 1.090, H48 1.090
38 C -0.609 -0.483 0.243  C37 1.542, C39 1.506, N42 1.538, H49 1.090
39 C -1.244 -0.353 -1.117  C38 1.506, O40 1.414, H50 1.090, H51 1.090
40 O -2.603 0.010 -0.977  C39 1.414, C41 1.444
41 C -3.119 0.730 -2.117  O40 1.444, H52 1.090, H53 1.090, H54 1.090
42 N -0.961 -1.841 0.874  C38 1.538, H43 1.010, H44 1.010, H45 1.010
43 H -0.723 -2.654 0.323  N42 1.010
44 H -0.370 -2.014 1.674  N42 1.010
45 H -1.956 -1.987 0.971  N42 1.010
46 H 1.431 -1.045 -0.489  C37 1.090
47 H 1.407 -0.373 1.115  C37 1.090
48 H 1.232 0.605 -0.350  C37 1.090
49 H -1.102 0.302 0.816  C38 1.090
50 H -1.084 -1.265 -1.692  C39 1.090
51 H -0.643 0.391 -1.639  C39 1.090
52 H -2.848 0.248 -3.057  C41 1.090
53 H -2.726 1.746 -2.070  C41 1.090
54 H -4.209 0.709 -2.100  C41 1.090
55 C -5.545 -3.461 -2.692  C56 1.573, H64 1.090, H65 1.090, H66 1.090
56 C -6.899 -2.747 -2.332  C55 1.573, C57 1.508, N60 1.553, H67 1.090
57 C -7.697 -2.143 -3.461  C56 1.508, O58 1.466, H68 1.090, H69 1.090
58 O -7.918 -3.184 -4.470  C57 1.466, C59 1.431
59 C -8.642 -2.655 -5.585  O58 1.431, H70 1.090, H71 1.090, H72 1.090
60 N -7.714 -3.709 -1.427  C56 1.553, H61 1.010, H62 1.010, H63 1.010
61 H -7.231 -3.774 -0.542  N60 1.010
62 H -8.654 -3.358 -1.309  N60 1.010
63 H -7.699 -4.546 -1.992  N60 1.010
64 H -4.923 -3.704 -1.830  C55 1.090
65 H -4.866 -2.786 -3.213  C55 1.090
66 H -5.634 -4.373 -3.283  C55 1.090
67 H -6.733 -1.992 -1.563  C56 1.090
68 H -7.200 -1.296 -3.932  C57 1.090
69 H -8.674 -1.766 -3.157  C57 1.090
70 H -8.446 -3.197 -6.510  C59 1.090
71 H -8.351 -1.627 -5.805  C59 1.090
72 H -9.707 -2.642 -5.354  C59 1.090
73 C -4.463 6.018 -4.263  C74 1.566, H82 1.090, H83 1.090, H84 1.090
74 C -5.399 6.984 -5.064  C73 1.566, C75 1.557, N78 1.517, H85 1.090
75 C -4.669 8.044 -5.939  C74 1.557, O76 1.423, H86 1.090, H87 1.090
76 O -3.775 7.392 -6.833  C75 1.423, C77 1.467
77 C -2.819 8.321 -7.448  O76 1.467, H88 1.090, H89 1.090, H90 1.090
78 N -6.216 6.137 -6.022  C74 1.517, H79 1.010, H80 1.010, H81 1.010
79 H -5.639 5.574 -6.630  N78 1.010
80 H -6.919 5.611 -5.522  N78 1.010
81 H -6.830 6.737 -6.553  N78 1.010
82 H -3.741 6.606 -3.696  C73 1.090
83 H -3.843 5.457 -4.962  C73 1.090
84 H -5.122 5.434 -3.620  C73 1.090
85 H -6.042 7.594 -4.429  C74 1.090
86 H -4.077 8.716 -5.318  C75 1.090
87 H -5.355 8.739 -6.424  C75 1.090
88 H -1.983 8.443 -6.759  C77 1.090
89 H -3.179 9.316 -7.711  C77 1.090
90 H -2.362 7.771 -8.271  C77 1.090
91 C 1.248 -6.934 -1.665  O92 1.456, O93 1.417, C94 1.577, H105 1.090
92 O 2.534 -7.571 -1.418  C91 1.456, C98 1.465
93 O 0.811 -6.527 -0.381  C91 1.417
94 C 1.279 -5.861 -2.820  C91 1.577, F95 1.286, F96 1.296, F97 1.402
95 F 1.950 -6.292 -3.829  C94 1.286
96 F 0.095 -5.611 -3.287  C94 1.296
97 F 1.827 -4.642 -2.399  C94 1.402
98 C 2.731 -8.965 -1.825  O92 1.465, C99 1.521, H103 1.090, H104 1.090
99 C 4.178 -9.361 -1.577  C98 1.521, H100 1.090, H101 1.090, H102 1.090
100 H 4.220 -9.312 -0.489  C99 1.090
101 H 4.413 -10.354 -1.960  C99 1.090
102 H 4.767 -8.536 -1.978  C99 1.090
103 H 2.334 -9.221 -2.807  C98 1.090
104 H 2.092 -9.462 -1.095  C98 1.090
105 H 0.551 -7.710 -1.980  C91 1.090
106 C 1.017 -1.017 -8.151  O107 1.471, O108 1.372, C109 1.564, H120 1.090
107 O 2.159 -1.941 -8.215  C106 1.471, C113 1.460
108 O 0.162 -1.342 -9.174  C106 1.372
109 C 0.507 -0.837 -6.684  C106 1.564, F110 1.377, F111 1.393, F112 1.373
110 F 0.046 0.443 -6.468  C109 1.377
111 F -0.601 -1.640 -6.425  C109 1.393
112 F 1.415 -1.165 -5.707  C109 1.373
113 C 3.442 -1.356 -7.834  O107 1.460, C114 1.597, H118 1.090, H119 1.090
114 C 4.476 -2.573 -7.813  C113 1.597, H115 1.090, H116 1.090, H117 1.090
115 H 5.452 -2.454 -7.342  C114 1.090
116 H 4.034 -3.469 -7.378  C114 1.090
117 H 4.779 -2.888 -8.812  C114 1.090
118 H 3.474 -0.781 -6.909  C113 1.090
119 H 3.760 -0.586 -8.537  C113 1.090
120 H 1.369 -0.049 -8.506  C106 1.090
121 C 2.358 5.514 -2.641  O122 1.440, O123 1.405, C124 1.621, H135 1.090
122 O 3.535 4.685 -2.675  C121 1.440, C128 1.426
123 O 2.804 6.558 -1.814  C121 1.405
124 C 1.733 5.974 -4.064  C121 1.621, F125 1.349, F126 1.379, F127 1.334
125 F 1.193 4.973 -4.789  C124 1.349
126 F 0.748 6.926 -3.913  C124 1.379
127 F 2.658 6.476 -4.884  C124 1.334
128 C 3.410 3.460 -3.393  O122 1.426, C129 1.555, H133 1.090, H134 1.090
129 C 4.619 2.540 -3.059  C128 1.555, H130 1.090, H131 1.090, H132 1.090
130 H 4.570 1.562 -3.539  C129 1.090
131 H 5.512 3.131 -3.263  C129 1.090
132 H 4.683 2.385 -1.982  C129 1.090
133 H 3.555 3.770 -4.428  C128 1.090
134 H 2.440 2.984 -3.247  C128 1.090
135 H 1.615 4.990 -2.040  C121 1.090
136 C -2.872 6.108 2.846  O137 1.432, O138 1.401, C139 1.595, H150 1.090
137 O -1.610 6.662 3.234  C136 1.432, C143 1.408
138 O -3.604 7.009 2.062  C136 1.401
139 C -2.600 4.663 2.226  C136 1.595, F140 1.327, F141 1.376, F142 1.338
140 F -1.817 4.616 1.155  C139 1.327
141 F -2.072 3.768 3.128  C139 1.376
142 F -3.742 4.066 1.867  C139 1.338
143 C -1.626 7.633 4.255  O137 1.408, C144 1.520, H148 1.090, H149 1.090
144 C -0.260 7.980 4.825  C143 1.520, H145 1.090, H146 1.090, H147 1.090
145 H 0.471 8.277 4.073  C144 1.090
146 H -0.406 8.837 5.483  C144 1.090
147 H 0.075 7.121 5.405  C144 1.090
148 H -2.322 7.438 5.070  C143 1.090
149 H -2.039 8.553 3.840  C143 1.090
150 H -3.443 5.927 3.756  C136 1.090
151 C -5.099 -3.508 4.612  O152 1.392, O153 1.423, C154 1.582, H165 1.090
152 O -5.364 -4.581 5.456  C151 1.392, C158 1.398
153 O -4.952 -4.068 3.311  C151 1.423
154 C -6.002 -2.263 4.985  C151 1.582, F155 1.343, F156 1.349, F157 1.349
155 F -6.358 -2.150 6.275  C154 1.343
156 F -5.570 -1.054 4.567  C154 1.349
157 F -7.219 -2.353 4.411  C154 1.349
158 C -6.614 -5.208 5.443  O152 1.398, C159 1.604, H163 1.090, H164 1.090
159 C -6.551 -6.276 6.638  C158 1.604, H160 1.090, H161 1.090, H162 1.090
160 H -5.600 -6.806 6.587  C159 1.090
161 H -6.576 -5.933 7.673  C159 1.090
162 H -7.320 -6.993 6.353  C159 1.090
163 H -6.842 -5.709 4.503  C158 1.090
164 H -7.466 -4.578 5.699  C158 1.090
165 H -4.147 -3.114 4.966  C151 1.090
166 C 2.692 -1.056 5.896  O167 1.427, O168 1.421, C169 1.602, H180 1.090
167 O 4.013 -1.499 6.202  C166 1.427, C173 1.450
168 O 2.035 -2.221 5.416  C166 1.421
169 C 2.003 -0.159 7.030  C166 1.602, F170 1.345, F171 1.356, F172 1.335
170 F 2.457 1.105 7.115  C169 1.345
171 F 0.652 -0.171 6.912  C169 1.356
172 F 2.299 -0.601 8.254  C169 1.335
173 C 4.950 -0.518 6.715  O167 1.450, C174 1.503, H178 1.090, H179 1.090
174 C 6.240 -1.240 6.987  C173 1.503, H175 1.090, H176 1.090, H177 1.090
175 H 5.934 -2.094 7.590  C174 1.090
176 H 6.658 -1.511 6.017  C174 1.090
177 H 7.020 -0.599 7.398  C174 1.090
178 H 4.650 -0.038 7.646  C173 1.090
179 H 5.130 0.155 5.877  C173 1.090
180 H 2.818 -0.386 5.046  C166 1.090